(1)
120
Properties=species:S:1:pos:R:3:forces:R:3 method="wB97M-V/def2-TZVPD" multiplicity=1 orbital_gap_ev=8.443
C -0.1141 -0.3394 0.1828 -2.1 -2.9 1.0
O 0.3691 0.8275 0.5764 0.5 3.6 1.9
H -0.2800 -1.0426 1.0223 0.3 0.4 -0.1
H 0.6006 -0.7385 -0.4279 1.5 -1.8 -2.0
H -1.0678 -0.3183 -0.3002 -0.7 0.4 -0.6
H 0.9204 1.1816 -0.1331 0.2 0.3 -0.4
C -1.8646 2.8320 -0.2776 -0.2 1.5 1.4
O -3.0077 3.4914 0.2065 -1.8 0.2 -0.2
H -2.1834 1.8414 -0.4073 -0.1 -1.4 -0.8
H -1.2147 2.8511 0.5757 1.3 -0.3 -0.1
H -1.4820 3.3535 -1.1435 0.4 -0.4 -0.4
H -2.8477 4.4108 0.3969 0.3 0.3 0.0
C 1.9778 2.3985 3.5212 -3.1 -5.6 2.0
O 1.5069 1.3283 4.2468 2.7 5.3 -2.9
N 2.9646 3.1636 3.9171 2.6 1.0 4.6
N 1.5850 2.5804 2.2694 -2.6 -0.4 -0.2
H 3.2464 4.1344 3.7138 -0.9 -1.1 -0.5
H 3.1653 2.9032 4.9211 0.0 0.6 -1.5
H 0.7918 1.9707 1.9636 0.7 0.5 0.1
H 1.6107 3.5026 1.8580 -0.3 0.2 -0.1
C 3.1882 1.7774 -0.6629 -6.4 2.1 -1.6
O 1.9374 1.9662 -1.2031 5.5 -1.5 1.7
N 4.2161 1.2823 -1.2760 2.1 -1.8 -4.2
N 3.4985 2.1532 0.5308 -1.9 1.4 1.6
H 4.0733 0.8776 -2.2209 0.4 1.0 0.8
H 5.1467 1.4807 -0.9144 -0.4 -0.2 -0.5
H 2.7215 2.3217 1.1741 0.2 0.1 0.1
H 4.3506 1.9392 0.9376 1.7 -0.6 0.7
C 3.3884 -2.3689 -1.2392 -7.5 2.7 -3.5
O 2.1248 -2.0708 -1.7382 5.9 -1.0 2.5
N 3.7904 -3.5764 -1.1522 0.7 -4.0 0.3
N 4.2527 -1.4635 -0.9523 4.0 3.1 1.2
H 3.0639 -4.2522 -1.2980 0.2 -0.5 0.0
H 4.7295 -3.8378 -0.8526 -0.8 0.0 -0.1
H 4.1377 -0.4364 -1.0182 -0.5 -1.5 0.1
H 5.2390 -1.7317 -0.7081 -1.7 0.2 -0.3
C -1.1920 -3.5842 2.2624 0.9 1.5 0.6
C -0.9318 -4.2766 0.9901 2.7 9.1 -3.0
C 0.5222 -4.0593 0.4898 -0.4 1.9 -0.5
O -1.0804 -5.4799 1.1108 -3.8 -11.6 -0.8
H -2.2232 -3.3759 2.3858 -1.0 0.5 0.3
H -0.5519 -2.6922 2.4177 -0.6 -0.5 0.1
H -0.9500 -4.3656 2.9476 0.4 -0.1 1.4
H -1.6429 -3.9928 0.2012 0.3 0.8 -0.1
H 0.6882 -4.6122 -0.4307 0.1 -0.5 0.1
H 1.2961 -4.2338 1.2438 -0.2 -0.4 0.1
H 0.6252 -3.0187 0.2026 0.3 0.3 -0.1
H -0.6142 -5.8267 1.8193 1.4 -1.3 2.1
C -3.5606 1.5157 2.7965 -0.3 1.0 0.3
C -2.6776 0.3355 2.4892 5.0 8.2 -1.4
C -1.3963 0.3811 3.3059 0.7 -0.4 0.3
O -3.1531 -0.7649 2.7306 -3.9 -9.8 3.1
H -4.2996 1.7055 2.0004 0.0 -0.1 0.4
H -2.9612 2.4146 2.8743 0.2 0.3 -0.3
H -4.0034 1.4341 3.7915 -0.4 -0.3 -0.1
H -2.5134 0.3820 1.4060 1.0 0.7 -0.5
H -0.8247 1.2675 3.2052 0.6 0.8 -0.4
H -0.7477 -0.4934 3.1355 -0.2 0.4 -0.4
H -1.5510 0.3113 4.3857 -0.7 0.1 0.0
H -3.9728 -0.8300 2.2938 -2.0 -1.0 -0.8
C -3.4747 -1.4963 -0.4687 0.5 -2.0 1.2
C -4.7835 -0.7562 -0.1018 4.2 3.3 -7.5
C -5.8087 -0.8958 -1.2547 -0.2 1.8 0.5
O -5.3226 -1.0857 0.9844 -2.3 -3.9 7.3
H -3.6746 -2.5711 -0.6393 -0.5 0.3 -0.7
H -2.7453 -1.7389 0.3655 -0.7 1.4 -0.5
H -2.9378 -1.0851 -1.3454 -0.5 -0.1 0.6
H -4.4629 0.3162 0.0426 -0.1 -0.3 -1.1
H -6.2956 -1.8398 -1.2427 -0.1 -1.1 0.2
H -5.4641 -0.6967 -2.2598 0.4 0.1 -0.1
H -6.6124 -0.1638 -1.0212 0.3 -0.2 -0.3
H -6.0390 -0.5147 1.1896 -1.1 0.6 0.4
C -0.1453 0.9839 -3.5237 1.1 0.1 -0.9
C -1.5643 0.5550 -3.2547 0.5 6.5 1.3
C -2.6142 1.5568 -3.7304 -0.2 1.0 0.6
O -1.9657 -0.4812 -3.8502 -1.9 -7.0 -3.7
H 0.0407 0.7847 -4.5983 0.0 0.5 0.3
H 0.5898 0.3277 -3.0170 -0.4 0.5 0.1
H 0.0325 2.0630 -3.2718 0.0 -1.0 -0.2
H -1.6197 0.4834 -2.2099 -0.4 -0.1 2.0
H -2.5072 1.7763 -4.7956 0.4 0.2 0.1
H -2.5126 2.4477 -3.1017 -0.5 0.3 -0.5
H -3.6298 1.1059 -3.6691 0.7 0.3 0.5
H -1.6187 -1.2405 -3.4059 0.7 -0.9 0.1
C 2.2526 -1.0529 2.2221 0.0 0.6 -0.4
C 3.4007 -1.2198 3.2520 2.1 -1.5 -7.7
C 4.5255 -0.2651 2.8639 3.5 -1.5 -1.5
O 3.1405 -0.8682 4.4075 -3.2 2.0 9.6
H 1.4991 -1.8382 2.3202 0.2 0.0 -0.2
H 2.6236 -0.9332 1.1779 -0.2 -0.7 0.6
H 1.7278 -0.0918 2.3845 0.3 -0.6 0.3
H 3.6893 -2.2768 3.3546 0.5 0.0 -0.9
H 4.2078 0.7443 2.7653 -0.8 0.9 0.4
H 4.9852 -0.4793 1.8733 -0.2 -0.1 0.1
H 5.4249 -0.2914 3.5724 -1.5 0.0 -0.6
H 2.8284 0.0450 4.4155 -0.7 0.3 0.4
C 2.8135 5.0913 -1.2143 0.2 -0.6 -1.1
C 1.4721 5.1237 -0.5412 0.0 7.8 -4.1
C 0.3576 5.3621 -1.5855 0.2 1.2 0.2
O 1.1618 4.1378 0.1583 -2.2 -7.5 4.2
H 3.5929 4.7584 -0.5234 0.0 0.1 -0.2
H 3.0172 6.0803 -1.6073 0.4 0.2 0.0
H 2.7393 4.4003 -2.0982 0.3 0.4 0.8
H 1.3921 6.0487 0.1110 0.5 -0.6 -0.4
H 0.4917 6.3067 -2.1210 0.1 -0.2 -0.2
H -0.5957 5.4546 -1.0768 -0.2 -0.1 0.2
H 0.2833 4.5505 -2.2863 0.1 -0.5 -0.5
H 0.9060 3.3705 -0.4277 0.7 0.5 0.9
C -2.2082 -3.5268 -3.2139 -0.2 -0.6 0.0
C -0.8112 -3.2994 -2.6799 -1.4 -8.6 -0.8
C 0.2134 -3.9889 -3.5710 -0.1 -2.4 0.0
O -0.4236 -2.1459 -2.3872 1.9 8.0 1.4
H -2.9828 -2.9099 -2.8114 -0.3 0.5 0.4
H -2.5409 -4.5766 -3.1384 0.4 0.3 0.5
H -2.1748 -3.3892 -4.2470 -0.2 0.7 -2.0
H -0.8082 -3.8832 -1.7697 0.0 -0.9 0.6
H 1.2118 -3.9139 -3.1857 0.5 0.1 0.8
H 0.3559 -3.5806 -4.5449 -0.6 0.4 -1.1
H 0.0130 -5.1016 -3.6313 0.0 1.1 -0.2
H 0.5352 -2.2104 -2.1802 -0.2 0.7 0.2

(2)
120
Properties=species:S:1:pos:R:3:forces:R:3 method="wB97M-V/def2-TZVPD" multiplicity=1 orbital_gap_ev=9.014
C 4.5103 -1.2589 -1.4781 -0.2 -0.1 -4.0
O 4.9966 0.0363 -2.0228 -1.5 -1.3 -0.6
H 4.4039 -2.2687 -2.1373 1.3 2.2 0.1
H 3.4824 -1.2708 -1.3228 -1.8 1.0 1.3
H 5.0860 -1.5770 -0.6738 1.0 0.1 1.6
H 4.2706 0.5282 -2.5800 1.3 -1.7 1.6
C 1.8020 -1.3836 -5.3329 2.9 -2.9 3.1
O 1.2216 -0.9581 -4.0070 -0.2 -1.5 -3.0
H 1.2968 -2.3536 -5.6176 0.7 0.8 0.3
H 3.0451 -1.6673 -5.1065 -3.8 1.2 -1.1
H 1.5578 -0.6982 -6.0865 0.3 1.3 -1.0
H 0.3656 -1.4316 -4.1802 0.0 1.2 1.7
C -2.5485 -1.8769 -1.1657 0.6 -2.4 -4.0
O -2.8109 -0.7690 -2.0148 0.2 2.2 1.6
H -1.4431 -1.9985 -1.3459 -1.2 -0.5 1.1
H -3.1929 -2.7484 -1.6518 1.5 1.1 1.8
H -2.8879 -1.4623 -0.3342 -0.9 0.1 4.9
H -3.7154 -0.5928 -1.9967 -2.5 0.7 0.1
C 3.1233 1.8421 0.4437 0.3 0.8 -0.3
O 2.8822 2.4179 1.7802 -0.1 0.3 -1.7
H 2.3993 2.2498 -0.3389 1.5 -0.2 1.0
H 2.9015 0.8002 0.4966 -0.3 -0.8 0.3
H 4.2088 1.8500 0.0819 -1.4 0.7 0.6
H 2.3484 3.2259 1.6367 0.6 -0.7 0.2
C 2.3898 2.2388 -3.7653 -3.2 1.5 0.8
O 2.6347 1.1024 -2.9982 0.7 0.2 0.3
H 3.0136 2.4385 -4.5427 2.8 0.5 -1.8
H 2.0803 3.2470 -3.3160 0.8 -1.6 0.4
H 1.5207 1.9246 -4.2918 -1.4 0.6 -0.9
H 2.0586 0.4866 -3.4869 0.3 -0.9 0.9
C 2.7337 -2.8255 1.2605 -2.6 2.7 -2.4
O 2.3002 -2.8286 -0.1211 -0.6 -1.2 -1.7
H 3.2446 -1.9269 1.3272 0.7 2.0 1.0
H 3.4100 -3.4963 1.0767 3.9 -4.5 1.8
H 1.8828 -2.8995 1.8721 -0.5 -0.6 1.2
H 2.7176 -3.6340 -0.5215 -1.0 1.4 0.2
C 0.6926 0.2655 -0.9982 -2.8 1.0 6.9
O 0.7421 -0.6073 0.0884 -1.2 -1.8 1.9
H -0.1035 0.0738 -1.6234 -2.3 0.0 -1.3
H 1.4757 0.0382 -1.4328 7.5 -1.0 -5.0
H 0.7957 1.1989 -0.3972 0.3 -1.9 -1.7
H 1.1688 -1.4249 -0.1752 0.1 -0.4 -0.1
C -2.3505 1.5557 0.7929 8.7 -0.4 0.2
O -1.8505 0.4149 1.4692 -7.2 4.8 8.7
H -3.2633 1.5220 0.7168 -10.0 -0.5 -0.4
H -1.9847 1.4609 -0.2461 -0.6 -0.8 1.0
H -2.0762 2.6133 1.0744 0.0 -2.6 1.7
H -1.3642 0.0840 0.8967 7.6 -5.3 -7.7
C -1.7792 3.1179 -4.2940 2.2 4.4 1.6
O -1.7972 1.8616 -4.7900 0.6 1.5 -3.3
C -2.0478 0.8925 -3.9197 -2.9 -2.0 2.0
C -2.1153 -0.4394 -4.6041 -1.5 -0.9 -1.3
N -1.6787 -1.5284 -3.7895 0.1 -3.7 0.5
C -1.6866 -2.8304 -4.4916 -0.2 -2.5 0.6
C -0.8677 -3.8852 -3.6233 -5.6 0.0 -0.1
O -0.7734 -5.1287 -4.2530 -0.5 -0.5 0.6
C 0.0183 -6.0730 -3.5317 3.4 0.8 -2.4
H -0.7553 3.3618 -3.6864 -2.0 -0.7 -1.4
H -2.5455 3.4250 -3.5352 0.0 -0.9 -0.6
H -1.8404 3.9658 -5.0894 0.2 -1.9 0.9
H -3.1171 1.1178 -3.5279 1.9 -0.3 0.7
H -1.2034 0.6712 -3.2670 -0.3 0.9 1.1
H -1.3639 -0.3097 -5.3452 0.5 -0.1 -1.4
H -3.1080 -0.7048 -5.1088 1.0 0.8 0.4
H -2.3693 -1.6609 -2.8320 2.7 0.8 -5.6
H -1.2878 -3.0374 -5.4936 0.4 1.4 -0.2
H -2.6938 -3.3057 -4.6130 0.2 0.6 0.2
H -1.4484 -3.9263 -2.6625 0.4 -0.6 -0.5
H -0.0482 -3.3895 -3.3662 4.5 1.4 0.8
H 0.0313 -7.0848 -4.0267 -0.4 1.2 0.4
H -0.0273 -6.1662 -2.4704 -1.2 0.2 0.9
H 1.0789 -5.6212 -3.6799 -1.1 -1.2 0.3
C -7.0605 9.2764 0.8735 4.5 -3.8 2.7
O -6.6223 7.9298 0.4901 -7.1 1.0 0.2
C -5.3605 7.7465 0.5554 1.8 -8.4 7.9
C -5.0437 6.1757 0.3540 -0.1 3.1 3.4
N -3.6457 5.9697 0.3860 1.9 0.2 3.1
C -3.3994 4.5860 -0.0274 3.2 1.4 2.2
C -1.8442 4.3468 -0.0544 -1.0 5.4 2.9
O -1.6082 3.1562 -0.4505 3.8 -3.0 -5.3
C -0.2633 2.7317 -0.8737 -1.3 2.8 -2.7
H -6.6656 9.1805 1.9063 -0.7 1.2 0.2
H -8.0666 9.2214 0.9083 -3.2 0.8 -0.6
H -6.4074 9.9658 0.4297 -0.1 1.6 -1.3
H -4.7643 7.9176 1.4661 -0.6 1.0 0.6
H -5.0218 8.1968 -0.1448 5.8 5.5 -8.7
H -5.3739 6.1136 -0.5921 -1.6 -1.6 -3.3
H -5.5051 5.5669 1.1592 -0.7 0.3 -0.8
H -3.3548 6.1152 1.4937 -0.6 -0.7 -3.7
H -3.7826 4.4593 -0.9791 -0.9 -0.4 -2.0
H -3.8272 3.9136 0.6877 -0.5 -0.8 0.2
H -1.4021 4.6516 1.0173 -0.8 -0.8 -1.5
H -1.3519 5.0169 -0.7064 0.2 1.7 -0.8
H 0.4289 2.5873 -0.0978 0.4 0.9 1.9
H 0.2490 3.4400 -1.6539 -1.2 -0.7 1.5
H -0.1918 1.7341 -1.3255 -2.2 2.0 -0.3
C 4.9092 -5.9880 9.5289 -0.1 -1.9 1.4
O 4.8361 -6.4325 8.1281 -0.4 0.5 1.7
C 3.6349 -6.0518 7.4304 5.1 -0.7 -1.9
C 3.7795 -4.7142 6.8382 -1.2 2.2 0.7
N 2.5195 -4.4355 6.0039 0.1 -0.8 4.1
C 2.5377 -3.0416 5.7229 3.5 0.7 -3.8
C 1.2986 -2.6813 4.8695 1.5 1.9 -1.3
O 1.2521 -1.2555 4.4981 -0.3 -1.3 0.7
C 0.1331 -0.8823 3.6484 2.2 3.6 4.4
H 4.2681 -5.0142 9.7003 2.1 -1.4 -0.3
H 6.1045 -6.1263 9.8821 -3.4 1.2 -1.1
H 4.3591 -6.7682 10.2947 1.1 1.5 -2.0
H 2.8180 -6.0673 7.9597 -4.3 0.3 4.0
H 3.3612 -6.8222 6.7702 0.6 -1.1 -1.6
H 4.6181 -4.3851 6.2363 0.4 -1.0 -0.3
H 3.9194 -4.0632 7.8184 -0.7 -0.4 -1.9
H 1.8060 -4.4997 6.7755 0.2 -0.5 -1.2
H 3.5961 -3.0140 5.0903 -2.7 0.6 0.4
H 2.9450 -2.4404 6.5117 -1.1 0.9 1.0
H 0.3973 -2.8655 5.4349 -0.4 -0.7 -0.1
H 1.4542 -3.2650 3.9093 -0.9 0.2 1.2
H 0.1339 0.2440 3.6969 0.3 -1.2 -0.7
H -0.8185 -1.1190 3.9545 -2.2 -1.2 1.5
H 0.2754 -1.2893 2.7723 0.8 -1.6 -5.1

Record-wise E_LUMO values, in eV: -0.29 0.26
Record-wise HOMO energy values, in eV: -8.735 -8.759
Record-wise relative energy (zero: lowest compared OMol25 entry of this formula, charge and spin) values, in eV: 9.917 21.581